# 1
Here is a structure of composition C39H39BrF12NO2PRh from the Open Molecules 2025 dataset. Energies are from ωB97M-V with the def2-TZVPD basis set.

Structure (XYZ):
```
96
Properties=species:S:1:pos:R:3
Rh -0.46782 -0.05318 -0.26311
Br -2.36662 -2.28549 0.45503
P -0.12748 2.56092 -0.36066
F 0.48389 -2.48142 -3.60691
F -2.41570 1.77823 3.48594
F 0.15917 1.96801 4.08997
F -2.98606 0.39937 1.92779
F 3.34947 -2.02821 -3.83301
F 2.05177 -0.33358 -4.14174
F 0.09389 -2.89681 -1.52114
F 1.83790 -3.73933 -2.47254
F 3.77226 -0.13841 -2.85616
F -3.02781 -0.22974 3.98830
F 1.20120 0.08677 4.21476
F -0.65268 0.37426 5.30705
O -0.37671 0.78536 1.81028
O 1.07332 -0.28085 -1.80416
N 0.86110 -1.32098 0.82572
C 0.47469 -3.40181 1.96452
C -2.86469 2.59146 -1.02207
C -3.28827 -0.19886 -4.33168
C -1.66040 4.68541 -1.68636
C -3.41906 -2.01930 -1.10577
C -1.07483 -2.22898 3.88648
C 2.77160 -0.97554 -3.20453
C -1.29448 0.30531 -3.08357
C 1.87730 -1.35040 -1.97026
C -3.72858 -1.03019 -3.27938
C 4.35747 -2.25948 1.45191
C -1.19018 4.01793 1.78085
C -0.80207 0.09654 2.88071
C -4.92923 -1.76799 -3.39438
C 1.75921 4.05445 -2.01575
C 0.01634 3.98670 0.84252
C 6.24608 -3.04327 -0.03570
C 3.06924 -1.81183 1.62634
C -4.57625 -2.73240 -1.22818
C -0.56760 -1.42666 2.86277
C -2.08087 0.43044 -4.24278
C -0.02596 0.63774 4.13314
C -2.31729 0.48608 3.08751
C -1.52027 3.17869 -1.47236
C 4.03909 -2.18751 -0.89916
C 1.06951 -2.62568 -2.39998
C 1.40040 2.69516 -1.42092
C -0.04334 -4.17068 2.97891
C -0.81737 -3.58623 3.97801
C -1.72100 -0.39303 -1.97930
C -1.37869 -4.39815 5.11709
C 2.73584 -1.71646 -0.75226
C 2.18350 -1.60506 0.53950
C 1.29318 3.95551 1.68202
C -2.93714 -1.12739 -2.09245
C 0.27114 -2.00504 1.88626
C 2.59356 2.06963 -0.68099
C -5.34995 -2.59526 -2.39383
C 4.85625 -2.49876 0.17479
H 1.06066 -3.86647 1.18205
H 2.18076 4.14978 1.08524
H -4.88529 -3.40463 -0.43971
H -2.41601 4.86677 -2.45574
H 1.02046 4.38305 -2.74754
H 1.16788 2.01223 -2.24235
H -0.31219 0.75937 -3.07401
H 1.40044 2.98926 2.17813
H -5.50391 -1.67366 -4.30848
H -3.23444 3.06920 -0.11356
H 0.16233 -5.23561 3.00839
H -6.26675 -3.16284 -2.49109
H -2.40719 -4.70326 4.90658
H 4.98610 -2.42781 2.32063
H 2.27504 1.20361 -0.09977
H -0.78289 -5.29688 5.27925
H -1.17465 3.13975 2.42506
H -1.98677 5.19616 -0.77880
H -2.76685 1.52690 -0.81572
H -1.38555 -3.81759 6.04028
H 1.86596 4.83155 -1.25562
H -1.72363 1.04225 -5.06329
H -1.27339 2.72038 -2.43344
H -0.73137 5.14401 -2.02376
H 2.69522 -1.62207 2.62349
H 4.44337 -2.34528 -1.88914
H -1.68634 -1.79057 4.66051
H 1.23720 4.73054 2.45110
H -1.14630 4.91163 2.40930
H 6.98435 -2.23599 -0.03097
H -3.61915 2.72076 -1.80285
H -2.13761 4.02809 1.24386
H 6.31859 -3.56030 -0.99280
H -3.91358 -0.08752 -5.21019
H 0.02089 4.88462 0.21964
H 3.33480 1.72583 -1.40164
H 6.51274 -3.74391 0.75678
H 2.71601 3.96375 -2.53685
H 3.08106 2.77486 -0.01002
```

Results
Orbital gap (spin up / spin down) in eV: 6.23 / 6.08
LUMO level (spin up / spin down) in eV: 1.99 / 1.91
Net charge: -1

=====

# 2
Here is a structure of composition C39H39ClFN6O5PbS from the Open Molecules 2025 dataset. Energies are from ωB97M-V with the def2-TZVPD basis set.

Structure (XYZ):
```
93
Properties=species:S:1:pos:R:3
Pb 0.06377 0.40977 -1.93622
Cl -2.31014 -2.64022 -6.72168
S -3.42775 1.56291 -1.19188
F -1.12161 1.84362 4.83306
O 0.07897 0.27363 0.37298
O 1.89346 -0.97044 -1.62198
O -4.56683 1.37245 -2.05665
O -2.57298 2.77921 -1.33173
O 2.11723 -3.11461 -1.19099
N -1.30015 -1.62896 -1.63863
N -4.89682 1.35125 4.51530
N 1.46472 -2.70025 2.94914
N -3.68276 -1.56662 -1.44536
N -2.31031 0.35791 -1.16400
N 0.59101 -0.44945 -5.11545
C 3.59044 -3.35310 4.21016
C -3.98260 1.69025 0.47631
C -0.58206 -0.86751 -5.65028
C 0.47244 -1.42390 4.86816
C 0.25194 -0.57122 2.55735
C 4.23182 1.60605 -3.11826
C -3.44874 2.64454 1.41752
C 2.68569 2.60806 -1.14304
C 1.41017 -1.70928 0.69829
C -4.79390 0.68799 0.91948
C 1.53577 -1.41349 -4.84135
C 0.63029 3.73877 0.12448
C 1.00148 -2.40519 5.84387
C 1.32537 -3.76905 5.19403
C 2.20766 3.51082 -4.74583
C -3.66961 -2.90547 -1.58696
C -5.12481 0.61419 2.26211
C 2.19257 3.37306 -3.27689
C -0.26240 -0.36233 5.29470
C -1.37879 -2.91295 -1.91035
C 0.09900 -3.14171 -5.49170
C 3.09806 2.49503 -2.56826
C -0.50567 0.45513 3.09264
C -4.51566 1.43984 3.22405
C 1.75917 -2.71162 1.62098
C -2.53161 -3.67380 -1.73548
C -3.70835 2.52405 2.74419
C 1.84092 -1.97027 -0.77028
C 1.27750 -2.75595 -4.86510
C 1.52659 3.43279 -1.05387
C 0.61227 -0.60936 1.12879
C 3.36754 1.99078 0.02942
C 2.11655 -3.69166 3.90895
C 0.85046 -1.54860 3.47854
C -0.82311 -2.20702 -5.91522
C -2.49503 -0.96401 -1.40413
C 0.14420 4.90431 -2.62128
C -0.70785 0.60818 4.40672
C 1.27563 3.93960 -2.35591
H 5.17921 2.14488 -2.84954
H 3.06170 3.01773 -5.18331
H 2.25375 4.58061 -5.00739
H -0.07085 -4.17350 -5.84013
H -0.85762 4.35712 -2.48914
H 2.36182 -3.52454 1.30262
H 0.13027 5.22307 -3.67484
H 4.31531 1.62155 -0.28355
H -2.80088 3.46741 1.03691
H -3.29732 3.26199 3.44717
H -5.31819 0.05916 0.17063
H 2.01493 -3.34833 -4.33515
H 1.83023 -4.51463 5.85648
H -0.42322 3.66482 -0.14181
H 2.53352 -1.01697 -4.51194
H 3.55710 2.80225 0.77690
H -0.40711 -0.23710 6.38463
H -0.91572 1.22041 2.48247
H 4.11181 1.54631 -4.19485
H -4.65696 -3.34894 -1.67613
H 0.82095 2.99557 0.93566
H 2.76162 1.13169 0.38178
H -5.65935 0.69819 4.71112
H 3.60485 -2.40430 4.76188
H 3.99623 -4.14735 4.86626
H -1.38734 -0.16099 -5.96534
H -5.74566 -0.17869 2.62751
H 2.06169 -4.69919 3.38680
H 1.28912 3.15234 -5.19929
H 4.18786 -3.24480 3.30118
H -0.47155 -3.33975 -2.28481
H 0.86374 4.73708 0.60329
H 4.18230 0.63451 -2.68495
H -4.32089 1.65364 5.31408
H 1.97970 -2.02994 6.31176
H 0.11867 5.78002 -2.00068
H -2.59099 -4.74664 -1.83118
H 0.36494 -2.53308 6.72625
H 0.34915 -4.27777 5.06612
```

Results
Orbital gap (spin up / spin down) in eV: 4.09 / 4.08
LUMO level (spin up / spin down) in eV: -5.50 / -5.51
Net charge: +1

=====

# 3
Here is a structure of composition C39H39CrGeIO2P2 from the Open Molecules 2025 dataset. Energies are from ωB97M-V with the def2-TZVPD basis set.

Structure (XYZ):
```
85
Properties=species:S:1:pos:R:3
I -1.82409 0.79256 -1.54722
Ge -2.73281 -2.80816 -0.19174
Cr -0.08878 -0.56039 0.02521
P -0.52469 0.65187 3.03233
P 1.68433 -1.34659 2.62937
O -0.95135 0.47157 1.59541
O 1.50440 -0.89445 1.19732
C 1.86185 -3.11872 2.75704
C 5.41053 0.65291 4.33741
C 1.95118 -5.12700 4.07412
C -2.80071 -0.01828 4.41976
C -3.97190 -1.63540 0.77564
C -0.88858 0.03268 -3.25724
C 3.96482 0.15761 2.48393
C 2.36023 3.09401 4.50004
C 1.78979 -3.75597 3.99538
C 2.18482 3.50475 2.13275
C -3.02423 -2.73234 -2.12629
C -3.07234 -4.64513 0.40519
C -3.21319 2.54526 5.40649
C 2.76422 -1.99759 -2.88168
C 3.12048 -0.54528 3.33717
C 4.56926 -0.04757 5.19161
C 0.97877 -1.11076 -4.22769
C 0.31776 -0.67993 -3.04768
C 0.71931 1.92271 3.19367
C -1.89073 0.99903 4.12597
C 3.42530 -0.64580 4.69368
C 2.08639 -3.85913 1.60162
C 2.21936 -1.77981 -4.11117
C -3.90615 0.24802 5.20673
C -0.77655 -0.19650 -5.62796
C -4.10914 1.52982 5.70103
C 2.25153 -5.23318 1.68763
C 5.10879 0.75717 2.98923
C -2.10408 2.28391 4.61695
C 0.23194 -0.89314 3.62462
C 2.07627 -1.58862 -1.71793
C -1.44162 0.27985 -4.47665
C 0.85399 -0.95428 -1.74894
C 1.14856 2.58728 2.04947
C 2.18620 -5.86360 2.91971
C 2.79263 3.74999 3.35376
C -0.87410 -2.40901 0.28153
C 0.40473 -0.86411 -5.49973
C 1.32191 2.18484 4.42321
H -0.23443 -3.11502 -0.25580
H 3.72222 -2.49266 -2.79128
H 2.42406 -5.80997 0.79061
H -3.37776 3.54186 5.78892
H -4.61065 -0.53923 5.43188
H 3.72015 0.23865 1.43330
H 0.92894 -1.21687 -6.37741
H 4.80671 -0.12889 6.24277
H 2.78049 -1.19037 5.37133
H -0.76514 -2.63288 1.35372
H 1.89124 -5.62364 5.03197
H -1.20618 -0.01539 -6.60226
H -1.40816 3.08006 4.38527
H 2.72642 -2.09996 -5.01094
H 1.60140 -3.19461 4.90178
H 2.11144 -3.36563 0.64071
H -3.90499 -0.59724 0.45549
H 2.51765 4.02358 1.24545
H 0.98499 1.67882 5.32053
H 3.60387 4.46193 3.41721
H -4.97375 1.73726 6.31618
H -2.36454 0.83261 -4.57376
H -4.99660 -1.97156 0.62260
H 6.30699 1.11647 4.72676
H -2.66055 -1.01614 4.02433
H 2.83401 3.29381 5.45043
H -3.76475 -1.67111 1.84513
H -2.11579 -3.01550 -2.65779
H -0.50867 -1.69051 3.50598
H -4.10829 -4.92703 0.22493
H 0.66937 2.38986 1.09764
H -2.86897 -4.75236 1.47020
H 2.54618 -1.78606 -0.76296
H 0.48237 -0.81158 4.68352
H -3.32369 -1.74301 -2.46649
H -2.43173 -5.34119 -0.13440
H -3.81030 -3.43433 -2.40103
H 5.76576 1.30273 2.32734
H 2.31327 -6.93503 2.98349
```

Results
Orbital gap (spin up / spin down) in eV: 7.76 / 7.92
LUMO level (spin up / spin down) in eV: -2.28 / -2.27
Net charge: +1
Spin multiplicity: 4

=====

# 4
Here is a structure of composition C39H39N4O9RuS from the Open Molecules 2025 dataset. Energies are from ωB97M-V with the def2-TZVPD basis set.

Structure (XYZ):
```
93
Properties=species:S:1:pos:R:3
Ru -14.51714 -11.41857 14.55301
S -10.67712 -9.44631 8.99048
O -15.81124 -13.77479 18.15051
O -14.14654 -11.93472 12.28843
O -9.79338 -10.49414 9.47244
O -16.39864 -12.29797 14.42728
O -11.21025 -10.03153 17.32988
O -14.71253 -13.72693 14.54777
O -10.56774 -8.93705 7.64054
O -12.86849 -10.67461 13.60218
O -16.36943 -7.94031 18.07916
N -14.69008 -10.00751 17.42407
N -13.38405 -11.54018 16.25968
N -12.24758 -9.93436 9.22834
N -13.85746 -11.77208 18.62946
C -12.49059 -11.19346 9.95066
C -13.58328 -13.16258 18.83735
C -17.74429 -7.64395 18.44036
C -10.15659 -9.43975 18.15742
C -10.48844 -8.07842 10.16008
C -9.36603 -12.98536 16.07024
C -17.39187 -16.91152 13.95742
C -16.89042 -14.57986 13.98857
C -14.06423 -15.46527 18.35815
C -10.43277 -5.96326 11.95443
C -11.75185 -13.29703 15.70901
C -18.20745 -14.25840 13.53761
C -9.47466 -6.98125 12.02712
C -10.95767 -11.27306 16.79911
C -15.15442 -9.65430 15.03646
C -12.00009 -11.06507 11.39607
C -15.78463 -8.88236 14.05492
C -9.51354 -8.06453 11.13910
C -16.43593 -15.91980 14.10458
C -11.97186 -14.85283 19.36337
C -16.83925 -7.51673 15.72990
C -19.10035 -15.29314 13.35264
C -12.35972 -13.52266 19.41518
C -10.49950 -4.86790 12.98668
C -12.84209 -15.84138 18.88124
C -18.70641 -16.61736 13.62915
C -13.04895 -11.24021 12.46227
C -9.64904 -11.78111 16.74025
C -10.45208 -13.74551 15.56152
C -16.84593 -14.70969 18.54552
C -16.19169 -8.24593 16.73149
C -12.05859 -12.01843 16.20849
C -11.44332 -7.06982 10.03419
C -14.53929 -14.14679 18.40748
C -11.37476 -5.98369 10.89489
C -16.69827 -7.91777 14.40997
C -15.33014 -9.32976 16.37070
C -13.99618 -11.17346 17.39737
C -15.95442 -13.48682 14.33196
H -15.35216 -16.13471 14.22462
H -11.60613 -10.04747 11.59528
H -11.19853 -11.81502 11.63298
H -18.42304 -13.20472 13.33230
H -14.75070 -16.22174 17.96252
H -17.65589 -7.18276 19.42928
H -15.55912 -9.09397 13.00983
H -17.63411 -14.14235 19.05927
H -17.25830 -15.18771 17.63856
H -12.54177 -16.87057 18.94885
H -17.25344 -7.45335 13.60647
H -10.54659 -8.44713 18.45624
H -11.79193 -12.73829 19.93743
H -10.24357 -14.69789 15.07010
H -18.35132 -8.55979 18.55249
H -10.95133 -15.06628 19.67587
H -14.90854 -9.66003 18.35626
H -9.25578 -9.27365 17.54277
H -11.53289 -4.55505 13.09399
H -9.89200 -3.99437 12.69593
H -13.57909 -11.33807 9.85561
H -16.47760 -15.52406 19.20822
H -17.54589 -6.71922 16.00766
H -18.27671 -6.94168 17.75473
H -12.53583 -13.98789 15.40895
H -12.21637 -7.14935 9.25766
H -19.45393 -17.43295 13.55125
H -11.99410 -12.08824 9.46169
H -8.77758 -8.87098 11.21972
H -8.83307 -11.18533 17.20071
H -8.34038 -13.31233 15.88426
H -12.12616 -5.17598 10.76871
H -14.24678 -11.23850 19.40620
H -17.11429 -17.93604 14.14922
H -20.12569 -15.07438 13.06499
H -9.92157 -10.06087 18.99981
H -10.13783 -5.23259 13.95284
H -12.76753 -9.87496 8.34235
H -8.75363 -6.94582 12.83993
```

Results
Orbital gap (spin up / spin down) in eV: 7.49 / 5.81
LUMO level (spin up / spin down) in eV: -3.06 / -4.99
Net charge: +1
Spin multiplicity: 5

=====

# 5
Here is a structure of composition C39H39N5ORbSb from the Open Molecules 2025 dataset. Energies are from ωB97M-V with the def2-TZVPD basis set.

Structure (XYZ):
```
86
Properties=species:S:1:pos:R:3
Sb 2.44834 0.27323 -1.02496
Rb -0.74412 0.42068 0.96382
O -0.54781 3.25710 0.97838
N -2.79842 -1.49602 1.87903
N -1.19392 -2.28078 -0.52480
N 0.00371 -2.26770 2.46230
N -1.60187 4.25769 -0.74339
N -1.95118 0.42754 3.75219
C -2.96441 3.11914 0.90481
C -0.34134 -3.02981 -1.21694
C -3.73823 1.77782 5.39178
C 3.59892 -0.11420 -3.89455
C 3.85432 4.14833 0.39456
C -2.37793 -2.80948 -0.19673
C -2.37137 1.98316 5.52359
C 1.32838 2.50807 -2.88119
C -3.26043 0.24306 3.61910
C -4.18863 0.89248 4.43238
C -1.52635 1.27891 4.68656
C 5.26209 -1.72926 -4.54162
C -2.74509 -4.08934 -0.59634
C 1.22302 -2.73437 2.20537
C -0.83401 -4.48553 2.20521
C -0.25512 0.76561 -2.42254
C -3.32648 -1.95165 0.59832
C -2.38630 -2.57063 2.77112
C 4.40897 -0.68311 -4.86776
C 3.64309 1.99689 -0.67772
C -0.61755 -4.32087 -1.64148
C -1.60730 3.54377 0.41840
C -0.88866 2.61831 -3.81581
C 4.93459 2.13027 -1.17707
C 3.63004 -0.58557 -2.58338
C -1.01369 -3.12946 2.45856
C -1.85625 -4.85475 -1.33206
C 1.49550 -4.06592 1.93419
C 0.43799 -4.95988 1.93476
C 1.02195 1.29742 -2.25709
C 0.38228 3.15946 -3.66119
C 4.48315 -1.64188 -2.27043
C -1.20885 1.42454 -3.18997
C 5.14329 4.27428 -0.10668
C 5.29914 -2.20959 -3.24100
C 5.68331 3.26596 -0.89187
C -3.41262 1.86832 0.10415
C -3.77520 -0.61326 2.49020
C 3.10661 3.01237 0.11618
H 5.72659 5.15934 0.11370
H 6.68680 3.36273 -1.28709
H -4.44011 2.30515 6.02499
H -4.10014 0.08078 1.70733
H 0.11790 -4.87909 -2.20440
H -4.26408 -2.51819 0.73555
H -3.63354 3.99498 0.83961
H -3.48650 2.15518 -0.95960
H 2.31093 2.94939 -2.76411
H -2.20354 1.00725 -3.27769
H -1.96961 2.67084 6.25471
H -4.45470 1.66213 0.39970
H 3.42750 4.93504 1.00370
H 4.37534 -0.30876 -5.88324
H 2.02562 -2.00403 2.22017
H -0.53573 -0.17280 -1.95295
H -1.63007 3.13474 -4.41271
H 2.93537 0.69978 -4.16249
H 0.63905 4.09156 -4.15016
H -0.72602 4.28720 -1.24225
H -0.45136 1.40806 4.75540
H -2.34643 -2.16052 3.78095
H -1.68713 -5.15208 2.20372
H 0.59816 -6.00988 1.72399
H 5.96071 -3.02660 -2.98172
H -3.55509 -1.04896 0.01885
H 4.51756 -2.03123 -1.25790
H -4.66380 -1.16724 2.84243
H 5.89476 -2.17063 -5.30114
H -3.11789 -3.39620 2.78393
H 0.61539 -2.57278 -1.45300
H -5.24690 0.71238 4.29127
H 5.35990 1.35334 -1.80273
H -2.85697 2.88531 1.96891
H 2.50870 -4.38374 1.72819
H -2.12492 -5.85356 -1.65247
H 2.09427 2.94018 0.50588
H -3.71776 -4.47769 -0.32279
H -2.43783 4.21722 -1.30290
```

Results
Orbital gap in eV: 5.55
LUMO level in eV: 0.30

=====

Across the entries above, energy relative to the best compared isomer or geometry (same formula, charge and spin) takes the values 0.0, 36.7, 0.0, 0.0, 0.0 kcal/mol, respectively.